(1)
Below is a single C6H10O molecule at a distorted geometry, with properties calculated with the ωB97M-V functional and the def2-TZVPD basis.

The geometry in ORCA input format:
```
! RIJCOSX wB97M-V def2-TZVPD def2/J DEFGRID3
* xyz 0 1
C 1.51 -0.87 0.24
C 0.13 -0.52 -0.24
C -0.85 -1.63 -0.13
C -2.07 -1.10 0.06
O -2.18 0.27 0.08
C -0.59 0.62 0.47
C -0.27 2.02 -0.01
H 1.46 -1.52 1.24
H 2.19 -0.08 0.51
H 1.92 -1.56 -0.49
H 0.26 -0.10 -1.24
H -0.50 -2.56 -0.34
H -2.94 -1.60 0.36
H -0.50 0.63 1.51
H -0.27 1.93 -1.05
H 0.68 2.31 0.47
H -0.98 2.71 0.25
*
```

Properties
- HOMO level: -8.406 eV
- Frontier orbital gap: 0.35010 Eh
- Energy: -8429.5529 eV
- Relative energy (zero: lowest compared OMol25 entry of this formula, charge and spin): 38.9 kcal per mole
- LUMO level: 1.1 eV

Here are the natural (NBO) charges for atoms 1 to 6, given in e: -0.596 -0.301 -0.320 0.170 -0.539 0.166

(2)
Below is a single C6H10O molecule, with properties calculated with the ωB97M-V functional and the def2-TZVPD basis.

The geometry in ORCA input format:
```
! RIJCOSX wB97M-V def2-TZVPD def2/J DEFGRID3
* xyz 0 1
O -0.94 0.72 1.95
C -0.94 0.92 0.54
C -1.50 -0.29 -0.17
C -0.72 -1.20 -0.76
C 0.79 -1.13 -0.79
C 1.36 0.03 0.05
C 0.46 1.25 0.01
H -0.55 -0.15 2.11
H -1.60 1.78 0.39
H -2.58 -0.42 -0.16
H -1.17 -2.05 -1.26
H 1.12 -1.05 -1.83
H 1.19 -2.09 -0.43
H 1.48 -0.29 1.09
H 2.37 0.28 -0.31
H 0.88 2.07 0.61
H 0.36 1.61 -1.03
*
```

Properties
- HOMO level: -9.551 eV
- Frontier orbital gap: 0.38705 Eh
- Energy: -8431.2171 eV
- Relative energy (zero: lowest compared OMol25 entry of this formula, charge and spin): 0.5 kcal per mole
- LUMO level: 1.0 eV

Here are the natural (NBO) charges for atoms 1 to 6, given in e: -0.711 0.054 -0.233 -0.165 -0.450 -0.402

(3)
Below is a single C6H10O molecule, with properties calculated with the ωB97M-V functional and the def2-TZVPD basis.

The geometry in ORCA input format:
```
! RIJCOSX wB97M-V def2-TZVPD def2/J DEFGRID3
* xyz 0 1
C 1.10 2.03 -0.82
O 0.29 1.63 0.30
C -0.13 0.40 0.43
C -0.72 -1.88 -0.53
C -1.17 0.32 1.52
C 0.28 -0.74 -0.31
C 1.67 -0.74 -0.42
H 0.78 1.47 -1.71
H 0.92 3.11 -0.89
H 2.14 1.79 -0.59
H -1.63 -1.50 -1.03
H -1.01 -2.43 0.39
H -0.23 -2.59 -1.21
H -1.18 -0.67 2.00
H -2.17 0.53 1.10
H -0.95 1.08 2.27
H 1.99 -1.81 -0.52
*
```

Properties
- HOMO level: -7.647 eV
- Frontier orbital gap: 0.29957 Eh
- Energy: -8427.4416 eV
- Relative energy (zero: lowest compared OMol25 entry of this formula, charge and spin): 87.6 kcal per mole
- LUMO level: 0.5 eV

Here are the natural (NBO) charges for atoms 1 to 6, given in e: -0.260 -0.462 0.571 -0.656 -0.694 -0.312

(4)
Below is a single C6H10O molecule at a distorted geometry, with properties calculated with the ωB97M-V functional and the def2-TZVPD basis.

The geometry in ORCA input format:
```
! RIJCOSX wB97M-V def2-TZVPD def2/J DEFGRID3
* xyz 0 1
C -2.19 -0.41 -0.23
C -1.15 0.75 -0.29
C 0.29 1.47 0.60
C 0.30 0.47 -0.49
C 0.81 -0.86 0.00
C 2.33 -0.81 0.11
O 3.07 -0.16 -0.58
H -2.84 -0.42 0.63
H -1.66 -1.34 -0.19
H -2.87 -0.60 -1.10
H -1.68 1.65 -0.51
H 0.82 2.42 0.33
H 0.22 1.28 1.66
H 0.74 0.80 -1.42
H 0.58 -1.66 -0.72
H 0.43 -1.14 1.00
H 2.79 -1.44 0.88
*
```

Properties
- HOMO level: -8.317 eV
- Frontier orbital gap: 0.34051 Eh
- Energy: -8428.1569 eV
- Relative energy (zero: lowest compared OMol25 entry of this formula, charge and spin): 71.1 kcal per mole
- LUMO level: 0.9 eV

Here are the natural (NBO) charges for atoms 1 to 6, given in e: -0.635 -0.204 -0.395 -0.290 -0.504 0.452

(5)
Below is a molecular structure, C6H10O at a distorted geometry, with properties calculated with the ωB97M-V functional and the def2-TZVPD basis.

The geometry in ORCA input format:
```
! RIJCOSX wB97M-V def2-TZVPD def2/J DEFGRID3
* xyz 0 1
C 2.35 -0.07 0.11
C 0.89 0.11 0.46
C 0.20 1.23 -0.04
C -1.19 1.23 -0.28
C -1.89 0.05 -0.16
C -1.29 -1.14 0.32
O -1.69 -2.25 -0.25
H 2.51 -0.15 -0.98
H 2.91 0.81 0.45
H 2.80 -0.96 0.56
H 0.86 0.07 1.65
H 0.48 0.03 -0.89
H 0.62 2.26 0.13
H -1.76 2.09 -0.62
H -2.88 -0.03 -0.59
H -0.90 -1.39 1.30
H -2.07 -2.00 -1.11
*
```

Properties
- HOMO level: -7.523 eV
- Frontier orbital gap: 0.30079 Eh
- Energy: -8425.6235 eV
- Relative energy (zero: lowest compared OMol25 entry of this formula, charge and spin): 129.5 kcal per mole
- LUMO level: 0.7 eV

Here are the natural (NBO) charges for atoms 1 to 6, given in e: -0.627 -0.424 -0.380 -0.176 -0.429 0.220

(6)
Below is a single C6H10O molecule at a distorted geometry, with properties calculated with the ωB97M-V functional and the def2-TZVPD basis.

The geometry in ORCA input format:
```
! RIJCOSX wB97M-V def2-TZVPD def2/J DEFGRID3
* xyz 0 1
C 1.99 -0.53 0.53
C 0.61 -0.02 0.08
C 0.18 1.20 -0.73
C -1.36 1.29 0.04
C -1.68 0.03 0.37
C -0.58 -0.96 0.08
O -0.90 -1.67 -1.11
H 2.52 -1.25 -0.08
H 2.66 0.31 0.74
H 1.82 -1.01 1.51
H 0.35 0.65 0.89
H -0.10 1.14 -1.78
H 1.03 1.90 -0.66
H -2.13 2.07 0.23
H -2.63 -0.37 0.74
H -0.45 -1.73 0.84
H -1.33 -1.05 -1.72
*
```

Properties
- HOMO level: -9.533 eV
- Frontier orbital gap: 0.38254 Eh
- Energy: -8428.7110 eV
- Relative energy (zero: lowest compared OMol25 entry of this formula, charge and spin): 58.3 kcal per mole
- LUMO level: 0.9 eV

Here are the natural (NBO) charges for atoms 1 to 6, given in e: -0.597 -0.265 -0.406 -0.210 -0.237 0.050

(7)
Below is 2 unconnected molecules or ions with the total composition C6H10O, with properties calculated with the ωB97M-V functional and the def2-TZVPD basis.

The geometry in ORCA input format:
```
! RIJCOSX wB97M-V def2-TZVPD def2/J DEFGRID3
* xyz 0 1
C 2.08 0.32 0.51
C 0.78 0.14 0.27
C -0.14 -1.04 0.28
C -1.34 -0.71 1.12
C -1.26 -0.16 -0.27
C -0.31 1.04 -0.33
O -0.66 2.25 0.28
H 2.72 -0.49 0.84
H 2.53 1.30 0.37
H 0.12 -2.06 0.01
H -1.24 -0.07 2.00
H -2.05 -1.52 1.26
H -2.00 -0.41 -1.02
H -0.06 1.29 -1.36
H -0.87 2.08 1.20
H 1.12 -0.89 -2.35
H 0.58 -1.09 -2.81
*
```

Properties
- HOMO level: -9.195 eV
- Frontier orbital gap: 0.37286 Eh
- Energy: -8428.4005 eV
- Relative energy (zero: lowest compared OMol25 entry of this formula, charge and spin): 65.5 kcal per mole
- LUMO level: 1.0 eV

Here are the natural (NBO) charges for atoms 1 to 6, given in e: -0.412 -0.005 -0.252 -0.415 -0.239 0.063

(8)
Below is a single C6H10O molecule, with properties calculated with the ωB97M-V functional and the def2-TZVPD basis.

The geometry in ORCA input format:
```
! RIJCOSX wB97M-V def2-TZVPD def2/J DEFGRID3
* xyz 0 1
C -0.57 1.30 1.56
C -1.33 0.19 0.94
C -1.36 0.33 -0.55
C -0.09 -0.34 -1.13
O 1.09 0.45 -0.94
C 1.74 -0.60 -0.20
C 0.54 -1.54 -0.38
H -0.30 1.13 2.60
H -1.31 2.13 1.54
H 0.29 1.65 0.96
H 0.02 -1.82 0.54
H -2.22 -0.19 -0.98
H -1.33 1.36 -0.92
H -0.27 -0.52 -2.20
H 1.95 -0.29 0.83
H 2.67 -0.92 -0.68
H 0.72 -2.42 -0.99
*
```

Properties
- HOMO level: -8.110 eV
- Frontier orbital gap: 0.30245 Eh
- Energy: -8426.9106 eV
- Relative energy (zero: lowest compared OMol25 entry of this formula, charge and spin): 99.8 kcal per mole
- LUMO level: 0.1 eV

Here are the natural (NBO) charges for atoms 1 to 6, given in e: -0.811 0.199 -0.606 0.140 -0.540 -0.060